ORCA calculation (wB97M-V/def2-TZVPD) on a single C7H11N molecule.

Last column: Löwdin charge in e.
Positions of all 19 atoms, in Å:
C (3.159304, -0.149594, -0.106612)  0.008
C (1.860608, 0.300701, -0.388458)  -0.173
C (0.723988, 0.083195, 0.556459)  -0.337
C (-0.274081, 1.130452, 0.352383)  -0.230
C (-1.505764, 0.782068, -0.449875)  -0.174
C (-2.883317, -0.238939, -0.041479)  0.018
C (-0.082132, -1.108997, -0.087418)  -0.193
H (3.179283, -0.708004, 1.019700)  0.125
H (3.840591, -0.318675, -0.931537)  0.029
H (1.622302, 0.690582, -1.338980)  0.092
H (0.720204, -0.002262, 1.674510)  0.158
H (-0.901410, 1.294816, 1.325082)  0.146
H (0.002873, 2.179025, 0.076018)  0.124
H (-1.473539, 0.789643, -1.560284)  0.109
H (-3.393988, -0.331855, 1.059675)  0.130
H (-3.527952, -0.164944, -0.973596)  0.082
H (0.509382, -1.631310, -0.929562)  0.129
H (-0.143259, -1.908093, 0.815678)  0.147
N (-1.433092, -0.687809, -0.071700)  -0.189

Atomic forces in eV per Å
-4.43 -0.91 2.15
4.69 -1.92 2.94
-0.99 -0.54 -1.41
-4.83 5.90 2.48
-0.96 -5.00 -0.35
3.65 1.24 1.43
0.23 -4.76 4.12
0.71 1.63 -3.46
0.50 0.25 0.53
-0.36 0.44 -0.99
1.54 -0.43 -1.24
1.68 0.04 -0.93
0.59 -0.87 0.30
-0.18 0.71 0.49
1.28 0.59 -2.99
0.75 -0.97 1.18
-1.46 1.04 0.51
0.94 0.93 -2.20
-3.35 2.64 -2.56

Output
Kohn-Sham gap = 8.9 eV
Total energy = -8919.60235 eV
Structure (SMILES) = C=C[C@H]1C[C@@H]2CN2C1
ΔE to the lowest compared entry with this formula, charge and spin = 784.1 kJ/mol
Highest occupied orbital energy = -0.2906 Eh
Total charge = 0
Molecular weight = 109.2 g mol⁻¹

---

ORCA calculation (wB97M-V/def2-TZVPD) on a gas-phase ion, C7H11N2 (charge +1).

Last column: Löwdin charge in e.
Positions of all 20 atoms, in Å:
C (-1.915687, -0.890299, 0.041160)  -0.005
C (0.525054, 1.511856, 0.596293)  -0.020
C (2.291546, -0.297081, -0.044125)  -0.076
C (0.220538, -1.598318, 0.002559)  -0.023
C (1.396908, 0.874574, -0.366824)  -0.231
C (-0.082241, 0.642916, -0.477528)  -0.223
C (-2.996611, 0.080578, -0.019704)  -0.077
N (1.487569, -1.515136, 0.117832)  0.135
N (-0.644159, -0.575710, -0.133736)  -0.093
H (0.473986, 0.919835, 1.580733)  0.162
H (0.224501, 2.587670, 0.598016)  0.142
H (3.086382, -0.378651, -0.935553)  0.193
H (2.773623, -0.127532, 0.854471)  0.107
H (-0.389538, -2.471031, 0.246303)  0.160
H (1.809489, 1.474710, -1.162350)  0.150
H (-0.538453, 1.136924, -1.385600)  0.188
H (-3.013749, 0.926574, -0.718227)  0.091
H (-2.884049, 0.592090, 1.014771)  0.148
H (-3.880747, -0.479083, -0.026438)  0.050
H (2.055631, -2.414881, 0.217954)  0.221

Atomic forces in eV per Å
-1.28 -1.47 0.20
-1.87 -0.13 2.47
0.27 0.43 -3.25
-1.59 -1.27 1.54
0.92 -0.57 -1.45
0.12 3.52 -2.28
1.65 1.70 1.41
2.38 -1.75 -0.64
1.01 0.00 -0.58
0.09 1.51 -1.18
0.78 -1.09 0.17
-1.81 -0.33 2.12
1.34 0.14 1.79
0.70 -0.50 -0.33
-0.06 0.18 -0.05
0.30 -0.64 1.36
0.27 -0.23 -0.14
-0.35 -0.73 -1.12
-1.49 -0.35 0.01
-1.37 1.59 -0.04

Output
Kohn-Sham gap = 8.2 eV
Total energy = -10406.99068 eV
ΔE to the lowest compared entry with this formula, charge and spin = 456.2 kJ/mol
Highest occupied orbital energy = -0.4569 Eh
Total charge = +1
Molecular weight = 123.2 g mol⁻¹

---

ORCA calculation (wB97M-V/def2-TZVPD) on a gas-phase ion, C7H11N2 (charge +1).

Last column: Löwdin charge in e.
Positions of all 20 atoms, in Å:
C (-1.598674, -0.101485, -1.739471)  0.007
C (-2.397892, 1.027495, 0.061263)  0.016
C (-0.598267, -0.098905, -0.799047)  -0.158
C (-1.026028, 0.699816, 0.294882)  -0.225
C (0.856511, -0.646819, -0.730132)  -0.107
C (-0.083545, 1.039444, 1.247630)  0.258
C (2.498377, -0.790919, 1.018776)  -0.099
N (-2.597521, 0.675407, -1.173427)  0.040
N (1.141316, -0.931297, 0.691890)  -0.136
H (-1.758720, -0.440381, -2.808777)  0.161
H (-3.146804, 1.605525, 0.529314)  0.138
H (1.036147, -1.565867, -1.406418)  0.156
H (1.457878, 0.240607, -1.148347)  0.157
H (0.963364, 1.244581, 1.112925)  0.090
H (-0.445065, 1.088492, 2.229448)  0.095
H (2.961270, -1.661062, 0.552841)  0.099
H (2.727051, 0.167650, 0.659227)  0.069
H (2.855086, -1.012850, 2.067523)  0.124
H (-3.398148, 1.067377, -1.701839)  0.197
H (0.553663, -1.606810, 1.041737)  0.115

Atomic forces in eV per Å
0.43 0.12 -0.89
1.87 0.34 0.51
1.02 -0.60 -1.82
0.14 -0.24 0.13
-0.94 0.10 -1.26
-0.33 -1.34 -0.04
1.24 -3.12 1.61
-2.40 0.01 -2.16
-1.35 3.24 -1.45
0.56 0.17 1.78
-0.22 0.63 0.84
-0.32 1.48 0.93
-0.24 -1.50 0.95
-0.15 0.37 -0.44
-0.26 0.75 1.59
1.14 0.60 -0.84
1.45 1.07 -0.37
-1.22 0.94 -0.64
0.63 -0.91 0.47
-1.03 -2.10 1.11

Output
Kohn-Sham gap (spin up / spin down) = 7.5 / 7.5 eV
Total energy = -10407.93424 eV
Structure (SMILES) = C=C1C=[NH+]C=C1CNC
ΔE to the lowest compared entry with this formula, charge and spin = 365.2 kJ/mol
Highest occupied orbital energy (spin up / spin down) = -0.4633 / -0.4633 Eh
Total charge = +1
Molecular weight = 123.2 g mol⁻¹

---

ORCA calculation (wB97M-V/def2-TZVPD) on a molecular structure, C7H11N2.

Last column: Löwdin charge in e.
Positions of all 20 atoms, in Å:
C (3.108782, 0.087722, 0.020272)  -0.177
C (3.419098, 1.322642, -0.301032)  0.025
C (-2.279297, 0.053308, -0.199664)  -0.128
C (-1.375264, -1.098258, -0.352738)  -0.154
C (1.574133, -1.702386, 0.313724)  0.002
C (-1.258524, 1.184472, -0.137315)  -0.118
C (-0.075563, -0.688033, 0.102034)  -0.034
N (2.722600, -1.033425, 0.040523)  0.067
N (-0.069609, 0.544614, 0.253129)  0.113
H (3.895731, 2.087831, 0.282126)  0.055
H (3.397572, 1.651560, -1.405468)  0.110
H (-3.114502, 0.277489, -1.002387)  0.184
H (-2.761874, -0.039668, 0.710386)  0.094
H (-1.837775, -2.042455, 0.153881)  0.184
H (-1.392054, -1.440953, -1.339264)  0.120
H (1.555499, -2.027883, 1.350212)  0.123
H (1.509869, -2.464861, -0.404935)  0.098
H (-1.038275, 1.552248, -1.051935)  0.106
H (-1.573717, 1.974570, 0.543598)  0.151
H (0.800028, 0.931765, 0.658470)  0.180

Atomic forces in eV per Å
0.31 3.11 -1.13
0.34 0.71 -1.91
-1.13 2.20 -2.29
-2.45 -4.34 0.67
-2.92 1.59 0.58
-2.56 1.09 2.20
3.48 -4.24 0.24
0.68 -1.22 0.50
3.30 1.12 2.36
-0.03 -0.24 0.73
-0.21 -1.02 1.72
1.95 -0.80 1.42
-1.14 0.13 1.88
1.28 1.49 -0.43
0.66 -0.55 -1.95
-0.32 -0.20 -0.08
-0.90 -1.21 -0.65
0.20 1.68 -3.09
0.30 0.09 -0.09
-0.83 0.65 -0.68

Output
Kohn-Sham gap = 9.2 eV
Total energy = -10407.06073 eV
ΔE to the lowest compared entry with this formula, charge and spin = 449.4 kJ/mol
Highest occupied orbital energy = -0.4687 Eh
Total charge = +1
Molecular weight = 123.2 g mol⁻¹